(1)
23
Properties=species:S:1:pos:R:3:forces:R:3:lowdin_charge:R:1 method="wB97M-V/def2-TZVPD" de_lowest_kcal_mol=87.3 lumo_energy_ev=-0.441
S -3.51368 0.10561 0.27633 -0.642 0.835 2.780 0.859
O -2.03258 -1.27423 -0.02013 2.200 -0.963 -0.284 -0.084
O -2.59435 1.19553 0.14980 0.262 1.359 -0.116 -0.425
O -4.49108 0.04057 -0.72168 -1.745 -0.429 -2.156 -0.362
N -0.24094 -0.38223 1.18277 0.075 -1.077 -0.670 -0.072
C 0.94169 -1.27704 0.99278 -2.428 -2.181 0.051 -0.098
C 1.24429 1.38144 0.10236 -1.193 -0.317 -1.373 -0.090
C 0.24939 0.98790 1.24013 -1.721 1.456 -1.384 -0.162
C -0.37428 -0.03426 -1.23671 -0.108 2.272 -1.034 -0.063
C 1.55342 -1.11006 -0.44387 -0.284 2.398 4.150 -0.131
C -0.99422 -0.59631 -0.00753 -0.603 -0.044 -0.196 -0.443
C 1.12890 0.24837 -0.93542 -0.526 -0.822 -1.443 -0.280
H 0.75456 1.29724 2.13025 -0.111 -0.689 1.126 0.112
H -0.75102 1.44295 1.21586 0.903 1.179 -0.082 0.103
H 2.19224 1.41219 0.60466 0.837 0.183 -0.412 0.099
H -0.54118 -0.64498 -2.13103 0.234 -0.534 0.472 0.140
H 1.45222 -0.89906 1.88516 1.158 -1.001 -0.528 0.126
H 1.24843 -1.83930 -1.05873 -1.519 -2.673 -2.275 0.076
H 2.52059 -1.35042 -0.21850 3.254 0.194 -0.148 0.087
H 1.03769 2.33379 -0.47216 0.105 -0.772 1.187 0.136
H 0.52049 -2.37953 1.08307 1.273 2.083 0.358 0.162
H -0.80832 0.94236 -1.65578 -0.063 -1.056 1.355 0.165
H 1.49774 0.39946 -1.96161 0.642 0.599 0.623 0.144

=====

(2)
23
Properties=species:S:1:pos:R:3:forces:R:3:lowdin_charge:R:1 method="wB97M-V/def2-TZVPD" de_lowest_kcal_mol=163.9 lumo_energy_ev=0.452
S -1.43679 -0.46480 -0.05952 1.263 -0.651 -0.171 0.815
O -1.16383 1.95212 -1.24223 0.792 0.976 0.318 0.022
O -1.70314 -1.78626 0.44520 -0.112 -0.162 -0.170 -0.328
O -2.49834 -0.31778 -1.21949 -1.272 1.840 -1.035 -0.210
N 0.01318 -0.52320 -1.01218 -0.952 -0.344 -0.150 -0.200
C 1.72548 0.26424 0.33096 -1.078 0.627 2.400 -0.216
C -1.01292 0.52886 1.50164 0.791 -0.595 -2.156 -0.190
C 2.12748 -1.13318 -0.02369 0.059 -0.043 -4.165 -0.141
C -0.04313 1.94445 -0.78058 0.528 -2.627 -0.090 -0.175
C -2.08410 0.71213 2.20248 -3.222 1.066 -0.469 -0.130
C 0.81765 -1.77957 -0.73140 -0.930 2.583 4.297 -0.102
C 0.85042 0.67630 -0.80838 -1.564 -0.463 -1.026 -0.321
H 0.89242 -2.41270 -1.58426 0.322 -0.337 -0.460 0.098
H 1.05057 0.20464 1.25797 1.257 0.573 -1.278 0.091
H -2.53348 0.60700 -1.65662 0.619 -1.872 1.198 0.124
H 1.45739 0.83854 -1.73297 -0.188 -0.134 0.353 0.169
H -1.85502 1.14163 3.13815 -0.178 0.286 1.342 0.032
H 0.52071 2.73631 -0.34558 -0.084 1.656 0.293 0.124
H 2.86276 -0.95356 -0.86898 -0.184 -0.942 1.013 0.121
H 0.19022 -2.20188 0.14822 1.406 -0.424 -1.868 0.114
H -3.17714 0.72682 1.86439 1.597 -0.351 0.669 0.096
H 2.50510 1.00982 0.44070 0.569 -0.280 0.394 0.118
H 2.49452 -1.76996 0.73616 0.560 -0.381 0.761 0.090

=====

Repeat the first record exactly.
23
Properties=species:S:1:pos:R:3:forces:R:3:lowdin_charge:R:1 method="wB97M-V/def2-TZVPD" de_lowest_kcal_mol=87.3 lumo_energy_ev=-0.441
S -3.51368 0.10561 0.27633 -0.642 0.835 2.780 0.859
O -2.03258 -1.27423 -0.02013 2.200 -0.963 -0.284 -0.084
O -2.59435 1.19553 0.14980 0.262 1.359 -0.116 -0.425
O -4.49108 0.04057 -0.72168 -1.745 -0.429 -2.156 -0.362
N -0.24094 -0.38223 1.18277 0.075 -1.077 -0.670 -0.072
C 0.94169 -1.27704 0.99278 -2.428 -2.181 0.051 -0.098
C 1.24429 1.38144 0.10236 -1.193 -0.317 -1.373 -0.090
C 0.24939 0.98790 1.24013 -1.721 1.456 -1.384 -0.162
C -0.37428 -0.03426 -1.23671 -0.108 2.272 -1.034 -0.063
C 1.55342 -1.11006 -0.44387 -0.284 2.398 4.150 -0.131
C -0.99422 -0.59631 -0.00753 -0.603 -0.044 -0.196 -0.443
C 1.12890 0.24837 -0.93542 -0.526 -0.822 -1.443 -0.280
H 0.75456 1.29724 2.13025 -0.111 -0.689 1.126 0.112
H -0.75102 1.44295 1.21586 0.903 1.179 -0.082 0.103
H 2.19224 1.41219 0.60466 0.837 0.183 -0.412 0.099
H -0.54118 -0.64498 -2.13103 0.234 -0.534 0.472 0.140
H 1.45222 -0.89906 1.88516 1.158 -1.001 -0.528 0.126
H 1.24843 -1.83930 -1.05873 -1.519 -2.673 -2.275 0.076
H 2.52059 -1.35042 -0.21850 3.254 0.194 -0.148 0.087
H 1.03769 2.33379 -0.47216 0.105 -0.772 1.187 0.136
H 0.52049 -2.37953 1.08307 1.273 2.083 0.358 0.162
H -0.80832 0.94236 -1.65578 -0.063 -1.056 1.355 0.165
H 1.49774 0.39946 -1.96161 0.642 0.599 0.623 0.144